Record 1
{
  "formula": "CHCl2NOS",
  "method": "ωB97M-V/def2-TZVPD",
  "homo_energy_ev": -10.0,
  "smiles": "O=C(Cl)NSCl",
  "max_force_ev_per_a": 2.5,
  "e_lumo_ha": -0.019,
  "relative_energy_kcal_mol": 0.0,
  "species": ["C", "N", "O", "S", "Cl", "Cl", "H"],
  "positions_angstrom": [[0.49849, -0.22073, 0.81972], [-0.65342, -0.09313, 0.11455], [1.35764, 0.57885, 0.95108], [-0.85411, 1.46115, -0.74444], [0.63869, -1.77337, 1.67553], [0.00839, 1.01981, -2.56087], [-0.99568, -0.97257, -0.25556]],
  "nbo_charge": [0.6437, -0.7799, -0.5210, 0.4741, -0.0771, -0.1644, 0.4245]
}

---

Record 2
{
  "formula": "C12H11BrN5PtS",
  "method": "ωB97M-V/def2-TZVPD",
  "homo_energy_ev": [-18.9, -19.1],
  "max_force_ev_per_a": 3.4,
  "e_lumo_ha": [-0.534, -0.530],
  "relative_energy_kcal_mol": 18.6,
  "total_charge": 3,
  "species": ["Pt", "N", "C", "S", "N", "N", "C", "C", "C", "C", "C", "C", "N", "H", "H", "H", "H", "H", "H", "H", "Br", "C", "C", "C", "C", "C", "N", "H", "H", "H", "H"],
  "positions_angstrom": [[1.15322, -0.45698, -0.42105], [0.16086, -2.85695, 3.08079], [0.27452, -2.29519, 1.91861], [0.48999, -0.56931, 1.78690], [0.18564, -3.07399, 0.81045], [0.42086, -2.49641, -0.31010], [0.29877, -3.11892, -1.47922], [0.36447, -2.33242, -2.64258], [0.32036, -2.88086, -3.92280], [0.36308, -2.02052, -5.02105], [0.37168, -0.66021, -4.79681], [0.39712, -0.17486, -3.46964], [0.43012, -0.98628, -2.43192], [0.16549, -2.31984, 3.94346], [0.02722, -3.86359, 3.16002], [0.14172, -4.19339, -1.53399], [0.26441, -3.95533, -4.04932], [0.37417, -2.41668, -6.02843], [0.35722, 0.04351, -5.61905], [0.35766, 0.88877, -3.27402], [3.78085, -0.33527, -0.73520], [3.15567, 1.42960, -0.99789], [3.97330, 2.48841, -1.28231], [3.35008, 3.72704, -1.44146], [1.97117, 3.83460, -1.30965], [1.22814, 2.70376, -1.02531], [1.82368, 1.51060, -0.87150], [5.04337, 2.36676, -1.38312], [3.94625, 4.59921, -1.67856], [1.46411, 4.78035, -1.44111], [0.15334, 2.74848, -0.90713]],
  "nbo_charge": [0.9525, -0.6693, 0.2212, 0.2630, -0.1046, -0.2356, 0.2383, 0.0497, -0.0343, -0.1313, -0.1039, 0.1235, -0.4600, 0.4579, 0.4637, 0.2841, 0.2812, 0.2921, 0.2870, 0.2433, 0.2860, 0.1270, -0.2272, -0.0591, -0.2058, 0.0619, -0.5071, 0.2878, 0.2811, 0.2851, 0.2519]
}

---

Record 3
{
  "formula": "C30H49O5Si2Sn",
  "method": "ωB97M-V/def2-TZVPD",
  "homo_energy_ev": -3.6,
  "max_force_ev_per_a": 1.8,
  "e_lumo_ha": 0.075,
  "relative_energy_kcal_mol": 0.0,
  "total_charge": -1,
  "species": ["C", "C", "C", "C", "H", "H", "C", "H", "H", "C", "H", "H", "C", "C", "C", "O", "O", "O", "O", "C", "H", "H", "H", "C", "H", "H", "H", "O", "H", "H", "C", "C", "H", "H", "H", "H", "H", "H", "Sn", "C", "C", "C", "H", "C", "C", "H", "H", "H", "H", "C", "C", "C", "H", "C", "C", "H", "H", "H", "H", "C", "Si", "C", "C", "C", "Si", "C", "C", "C", "H", "H", "H", "H", "H", "H", "H", "H", "H", "H", "H", "H", "H", "H", "H", "H", "H", "H", "H"],
  "positions_angstrom": [[-2.14139, 3.23147, -6.49038], [-1.11402, 2.82043, -5.41968], [-3.15178, 2.05602, -6.57973], [-2.32235, 0.83528, -6.16240], [-3.52467, 2.00099, -7.61011], [-3.99152, 2.25159, -5.90242], [-0.93554, 1.33253, -5.66377], [-1.56324, 3.01578, -4.43722], [-0.19210, 3.41070, -5.52793], [-0.57657, 0.48228, -4.44451], [-0.17331, 1.20832, -6.44825], [-2.15983, 0.19694, -7.04546], [-2.81800, -0.07628, -4.98204], [-2.72636, 4.61106, -6.23802], [-1.49766, 3.54741, -7.84661], [-2.01430, 3.34737, -8.92572], [-2.55755, 5.26384, -5.22132], [-3.36143, 5.07644, -7.33454], [-0.30669, 4.15814, -7.65428], [0.02884, 5.30894, -8.45601], [0.61301, 5.95203, -7.78501], [-0.87740, 5.83678, -8.77947], [0.62994, 5.00054, -9.31558], [-3.96901, 6.35744, -7.20026], [-4.75137, 6.34608, -6.43161], [-4.39688, 6.55513, -8.18229], [-3.21924, 7.11354, -6.95547], [-1.64722, -0.43952, -4.18354], [-0.40492, 1.07443, -3.52645], [0.33483, -0.10369, -4.64738], [-3.42111, -1.36271, -5.54869], [-3.81400, 0.60165, -4.03448], [-4.77567, 0.77909, -4.53032], [-3.41772, 1.55182, -3.65289], [-3.99348, -0.05769, -3.17420], [-3.66572, -2.07131, -4.74913], [-2.70882, -1.84194, -6.23522], [-4.34113, -1.13010, -6.10387], [-0.14289, -0.76735, 0.26828], [2.09020, -1.77794, -0.00924], [1.68509, -1.60367, -1.40236], [2.07005, -0.29012, -1.79690], [1.31973, -2.39397, -2.05790], [2.70229, 0.34206, -0.69828], [2.75894, -0.55682, 0.38478], [3.31383, -0.41108, 1.31351], [2.06449, -2.70606, 0.55625], [1.99097, 0.12227, -2.80065], [3.14390, 1.33860, -0.71871], [-1.91284, 1.18916, 1.46739], [-0.73400, 1.28278, 2.29059], [0.16963, 2.18040, 1.64240], [-0.62059, 0.86139, 3.28691], [-0.45495, 2.66296, 0.46277], [-1.74321, 2.07374, 0.36370], [-2.51428, 2.35092, -0.35484], [-2.81687, 0.63051, 1.71349], [1.13386, 2.51242, 2.03612], [-0.05338, 3.43297, -0.19685], [0.21918, -4.63826, 3.11893], [-0.38670, -2.84504, 3.10924], [-1.60753, -2.58172, 4.53372], [1.10425, -1.77864, 3.54596], [-1.22335, -2.33894, 1.49561], [-1.84292, -3.61160, 0.24659], [-3.22389, -4.65445, 1.01041], [-2.45890, -2.76294, -1.32857], [-0.46159, -4.72232, -0.37372], [0.56935, -4.90889, 4.12675], [1.07193, -4.78580, 2.44152], [-0.55288, -5.36982, 2.84357], [-1.18151, -2.93934, 5.48190], [-1.83363, -1.51342, 4.66456], [-2.56161, -3.10533, 4.38367], [1.96191, -1.93893, 2.87988], [0.87819, -0.70342, 3.54904], [1.43629, -2.04468, 4.56211], [-2.10627, -1.72619, 1.76202], [-4.09593, -4.04854, 1.29526], [-3.57696, -5.39136, 0.27662], [-2.91005, -5.20873, 1.90573], [-1.68472, -2.23324, -1.90598], [-2.86918, -3.53863, -1.99606], [-3.26618, -2.04350, -1.13312], [0.27426, -4.16640, -0.97052], [0.07351, -5.24921, 0.42405], [-0.90712, -5.48166, -1.03418]],
  "lowdin_charge": [-0.2420, -0.0586, -0.0285, -0.1573, 0.1257, 0.1178, -0.2096, 0.1368, 0.1355, -0.1280, 0.1509, 0.1461, -0.4942, -0.4138, -0.4339, 0.1328, 0.1347, -0.0401, -0.0522, -0.0175, 0.0987, 0.0967, 0.0914, -0.0366, 0.1021, 0.0944, 0.0964, -0.0955, 0.1310, 0.1183, -0.0242, -0.0135, 0.0809, 0.0924, 0.0889, 0.0823, 0.0865, 0.0888, 1.3330, -0.3459, -0.3037, -0.2024, 0.0789, -0.1759, -0.1938, 0.0908, 0.0779, 0.0738, 0.0892, -0.3033, -0.2689, -0.2129, 0.0640, -0.2121, -0.2352, 0.0670, 0.0704, 0.0767, 0.0697, -0.1973, 0.3874, -0.1931, -0.1925, -0.5655, 0.3554, -0.1905, -0.2106, -0.1763, 0.0246, 0.0215, 0.0166, 0.0199, 0.0274, 0.0214, 0.0125, 0.0139, 0.0288, -0.0117, 0.0277, 0.0179, 0.0173, 0.0066, 0.0288, 0.0317, 0.0167, 0.0102, 0.0300]
}

---

Record 4
{
  "formula": "C38H64O28",
  "method": "ωB97M-V/def2-TZVPD",
  "homo_energy_ev": -9.9,
  "smiles": "CCOC(C)=O.CCOC(C)=O.CCOC(C)=O.CCOC(C)=O.CCOC(C)=O.O=C1OCCO1.O=C1OCCO1.O=C1OCCO1.O=C1OCCO1.O=C1OCCO1.O=C1OCCO1",
  "max_force_ev_per_a": 2.5,
  "e_lumo_ha": 0.000,
  "relative_energy_kcal_mol": 8.5,
  "species": ["O", "C", "O", "C", "C", "C", "H", "H", "H", "H", "H", "H", "H", "H", "O", "C", "O", "C", "C", "C", "H", "H", "H", "H", "H", "H", "H", "H", "O", "C", "O", "C", "C", "C", "H", "H", "H", "H", "H", "H", "H", "H", "O", "C", "O", "C", "C", "C", "H", "H", "H", "H", "H", "H", "H", "H", "O", "C", "O", "C", "C", "C", "H", "H", "H", "H", "H", "H", "H", "H", "C", "C", "O", "C", "O", "O", "H", "H", "H", "H", "C", "C", "O", "C", "O", "O", "H", "H", "H", "H", "C", "C", "O", "C", "O", "O", "H", "H", "H", "H", "C", "C", "O", "C", "O", "O", "H", "H", "H", "H", "C", "C", "O", "C", "O", "O", "H", "H", "H", "H", "C", "C", "O", "C", "O", "O", "H", "H", "H", "H"],
  "positions_angstrom": [[-3.29052, 0.75406, -1.73433], [-3.12559, 1.21180, -2.84385], [-4.12736, 1.45017, -3.66526], [-5.46320, 1.02648, -3.28118], [-6.08944, 2.15268, -2.45701], [-1.75213, 1.37492, -3.46483], [-5.31738, 0.11919, -2.69347], [-5.97552, 0.71857, -4.18701], [-7.16801, 2.08630, -2.65102], [-5.85975, 3.15930, -2.80015], [-5.92955, 2.05863, -1.38832], [-1.48293, 0.35883, -3.75494], [-1.11777, 1.78298, -2.68630], [-1.83275, 1.95563, -4.38030], [-3.61978, 1.17180, 7.36996], [-3.85731, 1.58213, 6.26070], [-3.04836, 1.36961, 5.22296], [-1.92544, 0.49615, 5.33965], [-1.24876, 0.24428, 3.99618], [-5.11104, 2.32616, 5.88739], [-2.22311, -0.40420, 5.88533], [-1.23045, 0.93116, 6.06579], [-0.43867, -0.47483, 4.10390], [-0.82922, 1.19972, 3.68718], [-2.03020, -0.13993, 3.34155], [-5.89604, 1.62498, 5.60807], [-4.89335, 2.89830, 4.98442], [-5.40229, 2.96027, 6.71720], [-2.36740, -4.00716, -5.93826], [-3.33862, -3.50810, -5.42667], [-3.46052, -3.26508, -4.12162], [-2.41249, -3.65205, -3.22326], [-2.90703, -3.93411, -1.83942], [-4.52496, -3.07282, -6.21566], [-1.58084, -2.94712, -3.34504], [-1.85076, -4.46876, -3.69349], [-2.09033, -4.46802, -1.34718], [-3.75043, -4.62423, -1.88105], [-3.17545, -3.09456, -1.20071], [-5.22777, -2.47846, -5.61775], [-5.27495, -3.83205, -6.46465], [-4.23728, -2.56820, -7.13159], [-4.31452, 4.20585, 1.06136], [-3.78701, 3.73517, 2.02735], [-3.69042, 4.33619, 3.21940], [-4.35587, 5.54436, 3.46601], [-3.43684, 6.77360, 3.22073], [-3.16356, 2.36784, 2.11176], [-4.69535, 5.66343, 4.49502], [-5.23488, 5.64808, 2.82400], [-4.03461, 7.64755, 3.46230], [-3.03684, 6.76545, 2.20878], [-2.58347, 6.59983, 3.87887], [-2.30324, 2.47294, 2.77168], [-2.88441, 1.86812, 1.19043], [-3.76109, 1.65738, 2.68931], [0.91414, -2.24487, -8.28401], [1.93574, -1.85476, -7.78652], [2.15087, -1.58203, -6.50997], [1.16802, -1.70845, -5.49347], [1.58540, -0.97106, -4.22578], [3.16938, -1.54192, -8.61620], [0.95751, -2.75560, -5.26910], [0.24146, -1.26218, -5.86106], [0.72705, -0.37815, -3.91189], [2.41797, -0.28928, -4.40754], [1.85777, -1.56505, -3.35560], [3.31743, -2.23942, -9.43872], [4.05923, -1.75273, -8.01609], [3.15016, -0.50794, -8.94754], [-0.38009, -0.49516, -0.30471], [0.43982, -1.08554, 0.84603], [0.65075, -2.44967, 0.48339], [0.47782, -2.51482, -0.86113], [0.67215, -3.50570, -1.52477], [-0.02900, -1.39199, -1.34631], [-0.03008, 0.52966, -0.40641], [-1.45181, -0.38978, -0.13981], [-0.03639, -0.95419, 1.81573], [1.40135, -0.57739, 0.94186], [2.42779, 4.01359, -0.53612], [1.96118, 3.65256, -1.95764], [0.65025, 3.16369, -1.64142], [0.44338, 3.05472, -0.34300], [-0.56817, 2.68230, 0.16842], [1.55360, 3.38165, 0.37738], [2.51428, 5.09290, -0.39900], [3.43738, 3.63842, -0.35175], [2.61880, 2.95966, -2.47628], [1.91369, 4.56211, -2.55442], [4.51559, 1.16936, 4.01517], [3.01436, 1.28507, 3.75448], [2.83879, 2.63883, 3.36403], [4.04240, 3.14711, 2.98304], [4.23083, 4.13514, 2.35398], [5.05225, 2.36597, 3.44655], [4.97819, 0.24927, 3.66650], [4.69314, 1.29854, 5.08521], [2.55623, 1.10148, 4.72926], [2.57243, 0.57963, 3.05200], [6.33172, 1.01732, 0.86609], [6.43567, -0.23765, 0.03858], [5.07946, -0.60600, -0.15207], [4.38889, 0.58054, -0.20260], [3.28026, 0.69240, -0.61931], [5.11163, 1.55344, 0.32535], [7.16996, 1.68958, 0.72751], [6.18130, 0.74410, 1.91252], [7.01290, -1.04794, 0.47463], [6.87433, 0.05771, -0.92292], [0.85225, -4.02574, 4.22882], [2.03479, -3.99034, 5.25105], [2.86326, -3.01678, 4.63883], [2.47988, -2.73689, 3.39260], [3.09433, -1.96228, 2.71390], [1.39968, -3.47619, 3.04115], [0.09162, -3.37380, 4.66279], [0.46208, -5.01577, 4.01028], [2.60023, -4.89678, 5.45223], [1.58890, -3.61145, 6.16967], [3.62028, -3.23125, -0.14430], [2.89864, -4.49894, 0.41972], [3.82719, -4.96222, 1.38639], [5.04788, -4.44930, 1.12035], [6.02123, -4.75177, 1.74039], [4.98146, -3.56273, 0.12938], [3.24129, -2.36343, 0.39041], [3.35800, -3.10743, -1.19075], [2.71859, -5.14286, -0.44630], [1.90615, -4.31168, 0.80588]],
  "lowdin_charge": [0.0758, -0.5443, -0.0125, -0.1815, -0.0561, 0.0478, 0.1135, 0.1166, 0.0722, 0.0817, 0.0739, 0.0805, 0.0677, 0.0891, 0.1008, -0.5395, -0.0198, -0.2193, -0.0642, 0.0371, 0.1224, 0.1248, 0.0633, 0.0784, 0.0841, 0.0957, 0.0650, 0.0915, 0.1021, -0.5512, -0.0054, -0.2290, -0.0538, 0.0124, 0.1156, 0.1229, 0.0760, 0.0817, 0.0753, 0.0787, 0.0903, 0.0896, 0.1187, -0.5260, -0.0272, -0.2423, -0.0544, 0.0182, 0.1156, 0.1186, 0.0752, 0.0745, 0.0753, 0.0660, 0.0752, 0.0839, 0.1108, -0.5552, -0.0086, -0.1985, -0.0448, 0.0140, 0.1313, 0.1203, 0.0498, 0.0810, 0.0590, 0.0825, 0.0795, 0.0855, -0.0816, -0.0982, 0.0380, -0.5693, 0.1343, 0.0734, 0.1048, 0.1270, 0.1087, 0.1119, -0.1357, -0.0747, 0.0664, -0.5823, 0.1461, 0.0717, 0.1330, 0.1123, 0.1245, 0.1271, -0.1068, -0.1181, 0.0704, -0.5541, 0.1690, 0.0368, 0.1214, 0.1315, 0.1282, 0.1098, -0.0843, -0.1184, 0.0487, -0.5598, 0.1661, 0.0723, 0.1430, 0.1124, 0.1440, 0.1393, -0.0873, -0.0871, 0.0737, -0.5497, 0.1478, 0.0448, 0.1241, 0.1369, 0.1337, 0.1252, -0.1103, -0.1179, 0.0643, -0.5841, 0.1515, 0.0764, 0.0892, 0.1274, 0.1289, 0.0962]
}